A structure of composition C88H201AsBrF6N2O3P5. Source: the Open Molecules 2025 dataset; level of theory: ωB97M-V with the def2-TZVPD basis set.

Structure (XYZ):
```
307
Properties=species:S:1:pos:R:3:forces:R:3:lowdin_charge:R:1
C -0.949 0.971 -0.550 -1.0 -0.5 1.1 -0.1178
C 0.409 0.595 -1.030 -0.4 -0.1 -0.7 -0.4831
O 0.916 1.610 -1.768 1.8 1.9 -0.7 -0.3362
H -0.931 1.628 0.320 0.2 0.1 0.2 0.0435
H -1.443 0.056 -0.226 -0.5 -0.1 0.2 0.0799
H -1.574 1.472 -1.290 0.2 -0.2 -0.4 0.0464
H 0.289 -0.283 -1.664 -0.1 -0.8 -0.3 0.0793
H 1.016 0.241 -0.196 0.4 0.1 0.5 0.1007
C 6.175 -9.474 4.697 0.2 -1.1 0.5 -0.0973
C 5.888 -8.402 3.705 0.5 1.6 0.0 -0.3108
C 5.388 -8.805 2.352 -0.1 -0.5 0.4 -0.2633
C 5.276 -7.577 1.412 0.1 -1.2 -0.1 -0.2626
P 3.815 -7.710 0.310 0.1 -1.1 1.0 1.0597
C 3.796 -9.406 -0.472 1.9 1.4 0.4 -0.2569
C 2.854 -9.593 -1.626 -0.6 -1.6 0.2 -0.2451
C 1.620 -10.428 -1.248 -0.6 0.0 0.3 -0.2609
C 0.447 -9.971 -2.105 0.2 -0.5 0.0 -0.0966
C 2.358 -7.689 1.479 0.4 1.3 -1.2 -0.1956
C 1.059 -7.009 0.852 1.4 0.0 -0.9 -0.2687
C -0.186 -6.965 1.678 0.7 -0.8 0.0 -0.2447
C -1.372 -6.487 0.785 0.4 0.3 1.3 -0.0636
C 3.862 -6.333 -0.918 -0.4 -0.4 1.9 -0.2215
C 4.476 -4.995 -0.378 0.6 -0.4 0.5 -0.2325
C 4.189 -3.755 -1.182 -0.4 0.3 -1.1 -0.2606
C 2.696 -3.631 -1.512 0.3 0.7 -0.7 -0.0980
H 6.878 -10.243 4.379 0.2 0.1 -0.5 0.0844
H 5.281 -10.045 4.948 -0.2 0.2 0.3 0.0837
H 6.640 -9.064 5.593 -0.4 0.1 0.1 0.0855
H 6.787 -7.816 3.514 0.3 0.1 0.2 0.1170
H 5.182 -7.683 4.121 -0.2 0.1 0.3 0.1107
H 4.437 -9.300 2.546 -0.2 -0.2 -0.5 0.0999
H 6.129 -9.537 2.028 -0.4 -0.1 -0.7 0.1281
H 6.196 -7.546 0.828 -0.1 0.2 -0.3 0.1064
H 5.277 -6.681 2.033 -0.4 0.2 -0.2 0.0900
H 3.749 -10.111 0.358 -0.5 0.0 0.0 0.1005
H 4.808 -9.538 -0.855 0.3 0.1 0.1 0.1010
H 3.349 -10.245 -2.346 0.3 0.6 -0.4 0.1258
H 2.598 -8.636 -2.080 -0.2 -0.1 -0.2 0.0991
H 1.377 -10.350 -0.189 -0.2 0.7 0.2 0.0961
H 1.800 -11.503 -1.273 0.3 0.0 -0.7 0.1189
H 0.651 -10.090 -3.169 0.3 0.3 -0.1 0.0830
H 0.369 -8.913 -1.855 -0.8 0.1 -0.4 0.0517
H -0.472 -10.543 -1.977 -0.1 0.3 0.5 0.0821
H 2.904 -7.139 2.245 -0.9 0.8 0.5 0.0726
H 2.278 -8.660 1.968 -0.5 -0.3 -0.6 0.0958
H 0.724 -7.462 -0.081 0.6 -0.8 -0.2 0.0883
H 1.284 -6.011 0.478 0.5 0.4 0.4 0.0915
H 0.107 -6.431 2.582 -0.9 0.7 0.1 0.1124
H -0.176 -8.001 2.017 -1.3 -0.2 0.1 0.1119
H -1.116 -5.527 0.336 0.2 0.2 0.0 0.0722
H -2.260 -6.295 1.388 0.0 -0.2 -0.1 0.0407
H -1.627 -7.136 -0.052 0.2 -0.4 0.3 0.0800
H 2.784 -6.282 -1.072 0.1 0.4 -0.9 0.0568
H 4.405 -6.825 -1.724 -0.1 0.6 -0.5 0.1077
H 5.549 -5.151 -0.270 0.1 0.0 -0.2 0.1024
H 4.189 -4.656 0.617 -0.6 -1.0 0.4 0.0983
H 4.881 -3.657 -2.018 -0.4 -0.3 -0.6 0.1075
H 4.404 -2.832 -0.645 0.3 -0.2 0.6 0.1020
H 2.138 -3.513 -0.584 -0.2 -0.2 0.0 0.0806
H 2.248 -4.391 -2.153 0.2 -0.4 0.3 0.0644
H 2.563 -2.717 -2.090 -0.1 0.2 0.1 0.0554
C -2.579 6.086 3.318 -0.6 0.8 0.6 -0.0922
C -3.140 6.710 2.019 -1.0 -0.1 0.5 -0.2357
C -4.686 7.061 2.168 1.9 -0.6 0.8 -0.2282
C -5.288 7.956 1.059 -0.1 -0.9 -0.1 -0.2352
P -6.359 7.111 -0.175 -1.1 -0.2 -0.4 1.0442
C -6.739 8.314 -1.530 0.2 0.1 -0.1 -0.2643
C -8.006 9.204 -1.436 0.9 1.5 -0.4 -0.2177
C -8.059 10.227 -2.641 -0.1 -2.7 -0.5 -0.2646
C -9.309 11.015 -2.770 -1.0 1.5 0.4 -0.1201
C -5.657 5.590 -0.987 0.4 -0.2 1.4 -0.2350
C -5.499 4.328 -0.054 -0.4 0.6 0.7 -0.2270
C -5.146 3.071 -0.867 0.9 0.7 -0.3 -0.2213
C -4.192 2.017 -0.266 -0.9 0.3 0.3 -0.0729
C -7.942 6.620 0.609 0.1 -1.1 -1.1 -0.2308
C -8.855 5.677 -0.327 -0.2 0.1 1.1 -0.1999
C -9.707 4.672 0.470 0.1 0.5 1.6 -0.2958
C -10.622 3.851 -0.375 -0.6 -0.1 -1.2 -0.1120
H -2.719 6.863 4.069 0.1 0.0 0.3 0.0800
H -1.519 5.842 3.396 0.0 0.0 -0.7 0.0777
H -3.133 5.239 3.722 -0.2 -0.2 -0.4 0.0558
H -2.959 6.045 1.175 0.0 0.2 -0.3 0.0663
H -2.687 7.695 1.905 0.5 -0.2 -0.5 0.1111
H -4.706 7.533 3.151 -0.2 0.8 -0.2 0.1111
H -5.199 6.147 2.469 -0.6 -0.3 -0.9 0.0943
H -4.554 8.429 0.407 0.5 0.0 0.3 0.0928
H -5.829 8.785 1.517 -0.4 -0.1 -0.2 0.1091
H -6.744 7.835 -2.509 -0.2 -0.7 0.1 0.0974
H -5.829 8.906 -1.635 0.1 0.4 0.3 0.0935
H -7.990 9.820 -0.537 -0.3 -0.4 0.4 0.1120
H -8.900 8.593 -1.561 0.0 0.1 0.5 0.1044
H -8.166 9.470 -3.418 0.6 0.3 -0.9 0.1015
H -7.176 10.832 -2.848 0.1 -0.2 0.5 0.1199
H -10.242 10.462 -2.875 0.2 -0.4 0.3 0.0839
H -9.288 11.639 -3.664 0.2 0.0 -0.1 0.0859
H -9.429 11.715 -1.943 -0.1 0.0 0.1 0.0818
H -4.659 5.797 -1.373 0.0 0.3 -0.2 0.0945
H -6.317 5.408 -1.836 0.0 -0.1 0.0 0.0881
H -6.367 4.206 0.594 -0.7 -0.3 -0.5 0.0922
H -4.795 4.553 0.747 0.8 0.0 -0.4 0.0816
H -4.588 3.486 -1.706 -0.1 -0.2 -0.5 0.0918
H -6.075 2.650 -1.252 0.1 -0.2 -0.1 0.1114
H -3.796 1.341 -1.024 -0.3 0.1 0.0 0.0366
H -4.739 1.417 0.462 0.2 -0.1 0.2 0.0476
H -3.324 2.472 0.210 -0.1 0.1 0.1 0.0600
H -8.406 7.566 0.886 -0.4 -0.1 -0.1 0.0947
H -7.714 6.107 1.543 0.1 -0.1 0.0 0.0848
H -8.336 5.043 -1.046 0.5 0.6 -0.2 0.0936
H -9.581 6.310 -0.836 0.3 0.1 -0.3 0.1082
H -10.294 5.259 1.178 -0.2 0.0 0.1 0.1169
H -9.128 4.017 1.121 0.6 0.0 -0.1 0.0963
H -10.089 3.221 -1.087 0.2 0.1 -0.2 0.0688
H -11.232 4.557 -0.939 -0.2 -0.2 -0.3 0.0848
H -11.318 3.158 0.098 0.2 0.3 0.6 0.0846
C -4.790 0.008 -4.173 0.6 0.7 0.5 -0.0904
C -3.543 0.876 -3.760 -0.5 -1.5 -1.5 -0.2297
C -2.399 0.619 -4.796 -1.1 0.5 0.8 -0.2212
C -1.197 1.577 -4.656 -0.2 -0.8 0.3 -0.2645
P 0.190 1.191 -5.745 -0.9 0.7 -0.8 1.0502
C -0.480 1.095 -7.472 0.6 -0.3 0.6 -0.2119
C 0.458 0.310 -8.434 -1.6 -1.0 0.4 -0.2673
C 1.466 1.039 -9.237 0.5 -0.5 0.2 -0.2705
C 2.346 0.028 -9.983 0.7 1.5 -1.2 -0.0943
C 1.337 2.623 -5.648 -0.5 0.3 -0.1 -0.2302
C 0.937 3.986 -6.386 1.0 -0.1 -1.2 -0.1711
C 2.167 4.674 -7.084 -1.0 0.5 -0.8 -0.2802
C 3.134 5.308 -6.171 1.3 -1.1 1.2 -0.1344
C 0.976 -0.400 -5.186 -0.4 1.1 0.4 -0.2445
C 0.288 -1.757 -5.467 1.2 -0.5 -0.4 -0.2096
C 1.279 -2.984 -5.308 -0.5 0.8 -0.4 -0.2362
C 0.760 -4.250 -6.013 0.5 0.4 0.5 -0.0934
H -5.115 0.333 -5.162 -0.6 0.3 0.3 0.0773
H -5.468 0.194 -3.340 -0.8 0.0 -0.6 0.0494
H -4.726 -1.077 -4.262 0.8 0.0 0.3 0.0746
H -3.314 0.600 -2.731 0.6 0.2 -0.2 0.0719
H -3.922 1.897 -3.808 0.4 0.2 0.2 0.1058
H -2.890 0.660 -5.767 0.2 0.4 -0.2 0.0977
H -2.171 -0.442 -4.688 0.6 0.1 0.1 0.0988
H -0.838 1.506 -3.630 0.4 -0.1 0.2 0.0703
H -1.421 2.640 -4.746 -0.4 0.0 -0.4 0.0892
H -0.741 2.079 -7.859 0.5 0.3 0.2 0.0937
H -1.473 0.677 -7.307 0.1 -0.7 -0.3 0.0739
H -0.156 -0.247 -9.142 -0.3 0.0 0.0 0.1255
H 0.992 -0.479 -7.903 0.0 0.0 0.3 0.0877
H 2.105 1.571 -8.533 0.2 0.6 -0.3 0.0972
H 0.991 1.696 -9.965 0.1 0.3 0.2 0.1264
H 1.856 -0.564 -10.755 -0.4 -0.3 0.5 0.0854
H 3.066 -0.541 -9.394 -0.4 -0.1 0.2 0.0792
H 2.940 0.699 -10.603 0.6 -0.2 -0.1 0.0769
H 2.270 2.197 -6.017 0.3 0.4 -0.4 0.0764
H 1.500 2.757 -4.579 0.0 0.2 0.2 0.0736
H 0.426 4.761 -5.814 0.4 -0.3 1.0 0.0895
H 0.199 3.912 -7.184 0.0 -1.0 -0.1 0.0874
H 1.859 5.548 -7.658 -1.0 -0.4 -0.5 0.1126
H 2.702 4.045 -7.796 -0.3 -0.4 0.0 0.1052
H 3.798 6.032 -6.645 -0.4 0.3 0.1 0.0936
H 3.816 4.510 -5.876 0.2 0.1 0.8 0.0664
H 2.595 5.671 -5.296 0.5 0.4 0.1 0.0361
H 1.024 -0.237 -4.109 0.0 0.1 0.3 0.0762
H 2.009 -0.266 -5.509 0.1 -0.7 -0.4 0.0825
H -0.106 -1.754 -6.484 0.0 -0.2 -0.1 0.0978
H -0.548 -1.939 -4.792 0.0 0.3 0.0 0.1002
H 1.435 -3.196 -4.251 -0.1 0.2 0.1 0.0760
H 2.261 -2.725 -5.704 0.0 0.1 -0.1 0.1034
H 1.199 -5.110 -5.506 -0.3 -0.2 0.0 0.0684
H 1.106 -4.322 -7.044 -0.3 0.2 -0.1 0.0794
H -0.328 -4.266 -5.951 0.0 -0.4 -0.1 0.0761
C 7.342 -1.634 -2.145 0.4 -0.7 0.3 -0.1003
C 7.917 -2.195 -0.816 0.0 0.3 -1.7 -0.2570
C 7.643 -1.180 0.259 0.4 -1.1 0.7 -0.2582
C 8.126 -1.709 1.598 0.2 0.6 1.6 -0.2623
P 7.693 -0.700 3.074 -1.3 0.6 -0.9 1.0183
C 5.880 -0.823 3.381 -0.4 -1.3 -0.1 -0.2230
C 5.217 -2.272 3.586 0.6 0.5 0.3 -0.2101
C 3.690 -2.216 3.861 -0.3 0.1 -0.8 -0.2298
C 2.950 -3.605 3.972 0.8 0.9 0.2 -0.0870
C 8.533 -1.212 4.541 0.3 -0.5 0.8 -0.2780
C 8.657 -2.728 4.803 0.7 -0.2 0.1 -0.2193
C 9.176 -3.122 6.239 -0.3 0.8 -0.5 -0.2251
C 10.227 -4.242 6.305 -0.2 0.3 -0.4 -0.0907
C 8.223 1.036 2.758 0.5 -0.1 -0.2 -0.2371
C 9.692 1.201 2.243 0.6 0.4 -1.5 -0.2172
C 9.957 2.517 1.391 0.1 0.9 0.3 -0.2291
C 11.446 3.008 1.052 -2.0 -1.5 0.9 -0.0738
H 7.820 -0.691 -2.408 0.2 0.0 0.1 0.0790
H 6.279 -1.400 -2.093 -0.1 -0.4 0.0 0.0402
H 7.594 -2.369 -2.909 -0.4 0.2 -0.4 0.0757
H 8.968 -2.378 -1.039 0.3 0.3 0.5 0.1181
H 7.566 -3.202 -0.591 -0.6 0.0 0.1 0.0971
H 6.558 -1.114 0.330 0.0 0.8 -0.2 0.0948
H 8.182 -0.280 -0.038 -0.6 0.4 0.3 0.1216
H 9.211 -1.773 1.683 0.1 -0.4 -0.3 0.1002
H 7.669 -2.670 1.832 0.2 -0.3 -0.2 0.0901
H 5.309 -0.392 2.558 0.2 0.7 0.2 0.0823
H 5.781 -0.258 4.308 -0.5 0.3 -0.1 0.0838
H 5.813 -2.805 4.326 -0.4 -0.1 0.3 0.0808
H 5.294 -2.863 2.673 0.4 0.0 -0.3 0.0840
H 3.317 -1.766 2.941 -0.3 0.0 -0.4 0.0915
H 3.381 -1.424 4.543 0.3 -0.5 0.8 0.1079
H 1.874 -3.520 4.124 0.0 0.4 -0.2 0.0658
H 3.292 -4.255 4.778 0.3 0.2 0.1 0.0676
H 3.125 -4.125 3.031 -0.1 -0.2 -0.1 0.0364
H 8.074 -0.767 5.425 -0.3 0.5 -0.2 0.1201
H 9.467 -0.675 4.378 0.6 -0.4 0.5 0.0964
H 9.379 -3.073 4.062 -0.1 -0.5 -0.1 0.0978
H 7.687 -3.182 4.606 0.2 -0.2 -0.1 0.0771
H 8.318 -3.311 6.885 0.0 0.0 0.0 0.1064
H 9.628 -2.201 6.608 0.1 0.0 0.3 0.1011
H 9.854 -5.246 6.511 -0.3 0.1 -0.1 0.0707
H 10.976 -4.026 7.067 0.0 0.0 -0.1 0.0775
H 10.705 -4.263 5.325 0.4 -0.2 0.1 0.0641
H 8.088 1.644 3.653 -0.3 -0.1 0.1 0.1084
H 7.524 1.400 2.005 -0.1 0.2 -0.1 0.0857
H 9.941 0.377 1.574 -0.1 -0.2 -0.1 0.0807
H 10.471 1.129 3.002 -0.4 0.2 0.5 0.1058
H 9.493 3.361 1.902 -0.1 0.0 0.4 0.0969
H 9.412 2.519 0.447 -0.2 -0.6 -0.1 0.0898
H 11.822 2.348 0.271 0.5 0.2 0.1 0.0643
H 12.003 2.932 1.985 0.4 0.1 -0.3 0.0671
H 11.390 4.045 0.718 0.1 -0.2 0.0 0.0719
C -1.621 2.080 3.439 1.5 1.1 0.8 -0.1015
C -3.103 2.240 3.475 -0.8 0.2 0.5 -0.2724
C -3.836 0.897 3.539 0.8 -0.8 0.2 -0.2411
C -5.339 0.976 3.531 -0.6 1.7 -0.6 -0.2867
P -6.442 -0.411 3.732 -0.5 -2.2 -0.9 1.0439
C -5.416 -1.887 3.435 -0.8 0.5 -0.2 -0.2795
C -6.175 -3.224 3.519 0.0 0.7 1.2 -0.2430
C -5.226 -4.388 3.707 -0.3 -0.9 -1.7 -0.2400
C -4.324 -4.547 2.431 -0.4 0.2 2.0 -0.0842
C -7.083 -0.514 5.439 -0.8 0.2 -0.5 -0.2857
C -6.035 -0.267 6.492 0.6 0.2 0.3 -0.2491
C -6.386 -0.612 7.968 -0.6 -0.2 -0.3 -0.2215
C -7.742 -0.012 8.412 1.1 0.3 -0.2 -0.0862
C -7.875 -0.440 2.476 1.1 0.3 0.0 -0.2081
C -7.513 -0.568 0.943 -1.0 0.8 1.0 -0.2218
C -8.715 -0.348 -0.008 0.8 -0.4 0.6 -0.2699
C -8.399 -0.945 -1.363 -0.3 0.2 0.3 -0.1057
H -1.184 2.087 4.438 -0.1 -1.0 0.2 0.0920
H -1.192 3.045 3.170 0.1 0.1 -0.8 0.0643
H -1.189 1.299 2.814 -0.2 0.0 0.0 0.0777
H -3.365 2.923 2.668 -0.7 -0.5 -0.6 0.0843
H -3.347 2.842 4.350 -0.1 -0.1 0.3 0.1127
H -3.560 0.353 4.442 0.5 0.2 0.2 0.1159
H -3.430 0.292 2.728 -0.3 -0.2 -0.2 0.1104
H -5.581 1.484 2.598 -0.5 0.0 -0.2 0.0813
H -5.645 1.664 4.319 -0.1 0.3 0.1 0.1003
H -4.621 -1.775 4.171 0.2 -0.4 0.0 0.0958
H -5.007 -1.713 2.439 0.3 -0.1 0.0 0.0885
H -6.853 -3.331 2.672 0.2 -0.2 -0.2 0.1142
H -6.820 -3.175 4.397 -0.2 -0.1 0.1 0.0984
H -5.797 -5.316 3.687 -0.3 0.0 0.3 0.1106
H -4.741 -4.413 4.684 0.4 0.5 -0.2 0.1156
H -4.994 -4.935 1.663 0.5 0.0 -0.3 0.0848
H -3.556 -5.255 2.741 0.1 0.0 -0.7 0.0575
H -3.887 -3.586 2.159 0.2 -0.2 -0.2 0.0578
H -7.554 -1.488 5.572 -0.2 0.0 -0.2 0.1045
H -7.832 0.275 5.503 -0.4 -0.2 0.0 0.1023
H -5.831 0.797 6.372 0.5 0.1 0.5 0.1062
H -5.158 -0.831 6.174 0.4 0.1 0.4 0.0980
H -5.573 -0.281 8.615 0.0 0.3 -0.1 0.1113
H -6.388 -1.693 8.105 -0.1 -0.2 -0.3 0.1067
H -7.587 1.064 8.479 -0.4 0.2 -0.2 0.0775
H -8.056 -0.312 9.411 0.0 -0.3 -0.2 0.0831
H -8.503 -0.246 7.668 -0.2 0.1 0.3 0.0627
H -8.361 0.514 2.682 -0.3 0.1 -0.2 0.0875
H -8.567 -1.231 2.767 0.1 0.0 0.2 0.0978
H -7.144 -1.564 0.699 0.6 0.1 0.3 0.1055
H -6.844 0.257 0.699 0.7 -0.4 -0.1 0.0852
H -8.927 0.712 -0.144 -0.3 0.0 0.5 0.0994
H -9.565 -0.946 0.319 -0.3 0.7 0.4 0.1175
H -9.143 -0.462 -1.997 0.1 -0.8 -0.7 0.0853
H -8.536 -2.016 -1.210 0.0 -0.1 -0.8 0.0861
H -7.393 -0.750 -1.732 0.0 0.1 0.0 0.0620
C 4.054 2.666 0.301 0.0 0.2 -0.8 0.0052
C 4.489 1.784 -0.870 2.7 -2.5 3.0 -0.2851
O 5.386 0.917 -0.675 -3.7 3.1 -2.3 0.0663
N 3.693 1.930 -2.157 2.8 -1.6 0.6 0.0705
H 2.737 1.811 -1.852 -2.5 -0.8 0.1 0.0736
H 3.697 2.905 -2.418 0.3 1.7 -0.3 -0.0144
C 4.157 1.024 -3.283 -0.3 1.0 0.6 0.0320
H 4.400 2.313 1.273 0.1 -0.4 -0.3 0.0605
H 2.977 2.832 0.337 0.0 -0.1 -0.2 0.0768
H 4.504 3.651 0.179 0.0 0.2 -0.3 0.0763
H 4.040 -0.022 -3.000 0.1 0.2 0.0 0.0910
H 5.196 1.293 -3.470 -0.1 -0.3 0.0 0.1080
H 3.562 1.278 -4.161 0.0 -0.1 0.1 0.0664
C -0.147 6.193 -3.165 0.6 -1.0 -0.6 0.0126
C -0.531 4.865 -2.552 -2.7 0.0 0.9 -0.3432
O -1.555 4.245 -2.818 2.3 1.0 0.3 0.0927
N 0.232 4.321 -1.354 -0.9 0.9 0.5 0.0894
H 0.299 3.325 -1.505 0.0 -2.4 -0.2 0.0709
H 1.214 4.559 -1.341 1.2 1.1 -0.3 0.0046
C -0.397 4.578 0.037 -0.2 0.4 -1.2 0.0593
H -0.730 6.317 -4.077 -0.2 0.0 0.2 0.0924
H 0.903 6.134 -3.452 0.3 0.1 0.1 0.0226
H -0.231 7.082 -2.540 -0.2 -0.3 0.4 0.1066
H 0.371 4.875 0.750 0.1 -0.2 -0.2 0.1108
H -0.951 3.698 0.365 0.3 0.1 -0.2 0.0649
H -1.096 5.401 -0.108 0.1 0.0 0.2 0.0781
As 4.128 2.922 4.501 -0.2 0.6 1.7 0.8788
F 2.949 3.683 3.385 1.2 -0.3 0.7 -0.3026
F 5.459 2.930 3.352 -0.7 0.3 -0.3 -0.2844
F 5.276 2.095 5.583 -0.9 0.2 -0.6 -0.2941
F 2.847 2.772 5.741 1.1 0.1 -1.3 -0.2873
F 3.604 1.349 3.781 0.4 0.8 0.5 -0.3179
F 4.669 4.514 5.178 -0.9 -2.0 -1.1 -0.2804
Br 3.486 5.376 -2.242 -0.6 -0.8 0.0 -0.1954
```
Forces are in eV/Å.

Properties
Gap between HOMO and LUMO ... 7.737 eV
LUMO ... -6.406 eV
2S+1 ... 1
Net charge ... +4